[1]
10 unconnected molecules or ions with the total composition C57H139F3N8O17S in a non-equilibrium geometry. Source: OMol25; level of theory: ωB97M-V/def2-TZVPD.

Atoms and positions in Å:
C: -6.992 1.537 8.007
O: -5.804 1.365 7.178
C: -5.458 2.647 6.787
C: -4.203 2.573 5.895
N: -4.517 1.753 4.629
H: -4.926 0.883 4.940
H: -5.253 2.257 4.156
C: -3.363 1.374 3.687
C: -2.771 2.564 2.934
O: -2.171 3.515 3.845
C: -1.481 4.558 3.111
H: -7.668 2.028 7.308
H: -6.846 2.286 8.786
H: -7.540 0.685 8.409
H: -5.060 3.242 7.609
H: -6.296 3.166 6.322
H: -3.407 2.054 6.430
H: -3.986 3.552 5.468
H: -3.914 0.735 2.998
H: -2.668 0.943 4.407
H: -3.463 2.968 2.195
H: -1.966 2.206 2.292
H: -0.714 4.120 2.472
H: -1.076 5.340 3.753
H: -2.105 5.174 2.462
C: -3.122 -1.380 -0.132
O: -4.264 -2.173 -0.176
C: -5.077 -1.856 0.965
C: -6.115 -2.961 1.142
N: -6.842 -3.314 -0.192
H: -6.534 -2.706 -0.937
H: -6.626 -4.264 -0.460
C: -8.398 -3.252 -0.234
C: -8.936 -3.408 -1.633
O: -8.404 -2.448 -2.536
C: -8.798 -2.663 -3.889
H: -3.269 -0.343 -0.433
H: -2.552 -1.865 -0.925
H: -2.436 -1.452 0.712
H: -5.544 -0.872 0.915
H: -4.455 -1.845 1.860
H: -6.925 -2.830 1.860
H: -5.726 -3.919 1.488
H: -8.722 -2.289 0.162
H: -8.694 -4.122 0.353
H: -10.021 -3.489 -1.699
H: -8.660 -4.411 -1.956
H: -8.296 -1.888 -4.470
H: -9.878 -2.631 -4.030
H: -8.475 -3.660 -4.189
C: 1.847 1.430 4.828
O: 1.934 2.273 5.972
C: 0.762 2.179 6.689
C: 0.685 3.147 7.883
N: 1.918 3.050 8.822
H: 2.384 2.165 8.682
H: 2.607 3.692 8.457
C: 1.799 3.272 10.385
C: 1.216 2.003 11.088
O: 0.115 1.448 10.292
C: 0.007 0.047 10.462
H: 2.821 1.421 4.339
H: 1.068 1.670 4.104
H: 1.621 0.405 5.121
H: 0.796 1.179 7.121
H: -0.153 2.288 6.106
H: -0.222 3.116 8.487
H: 0.709 4.161 7.485
H: 1.243 4.208 10.443
H: 2.793 3.562 10.724
H: 0.857 2.145 12.107
H: 2.009 1.255 11.049
H: -0.929 -0.336 10.056
H: 0.129 -0.272 11.497
H: 0.752 -0.431 9.825
C: -2.337 1.896 -4.050
O: -3.646 1.440 -4.376
C: -3.752 0.062 -4.059
C: -5.077 -0.310 -4.739
N: -5.148 0.218 -6.168
H: -6.118 0.350 -6.417
H: -4.820 1.172 -6.217
C: -4.361 -0.551 -7.256
C: -4.396 0.330 -8.519
O: -3.945 1.659 -8.276
C: -2.520 1.795 -8.273
H: -2.097 2.919 -4.341
H: -1.519 1.275 -4.414
H: -2.225 1.817 -2.969
H: -3.833 -0.092 -2.983
H: -2.869 -0.427 -4.470
H: -5.907 0.089 -4.156
H: -5.217 -1.380 -4.889
H: -5.082 -1.361 -7.370
H: -3.384 -0.846 -6.874
H: -5.428 0.344 -8.868
H: -3.780 -0.052 -9.333
H: -1.990 1.067 -7.659
H: -2.264 2.779 -7.880
H: -2.174 1.676 -9.299
C: 2.741 -2.678 3.608
O: 3.945 -2.678 2.799
C: 3.950 -1.730 1.686
C: 5.178 -1.881 0.768
N: 6.508 -1.354 1.372
H: 7.274 -1.426 0.718
H: 6.458 -0.361 1.549
C: 7.093 -1.983 2.667
C: 8.386 -1.234 3.026
O: 9.184 -0.910 1.900
C: 10.038 -1.871 1.299
H: 2.501 -3.616 4.109
H: 1.767 -2.596 3.126
H: 2.812 -2.003 4.461
H: 3.948 -0.714 2.080
H: 3.077 -1.891 1.053
H: 5.076 -1.437 -0.222
H: 5.268 -2.949 0.572
H: 7.329 -3.028 2.463
H: 6.203 -1.983 3.296
H: 8.980 -1.839 3.710
H: 8.145 -0.320 3.570
H: 10.922 -2.095 1.895
H: 10.331 -1.602 0.284
H: 9.581 -2.860 1.330
C: 4.460 8.126 -3.811
O: 3.474 7.199 -4.158
C: 2.768 7.378 -5.437
C: 1.538 6.395 -5.525
N: 0.637 6.529 -4.327
H: 1.248 6.488 -3.524
H: 0.133 7.404 -4.301
C: -0.365 5.382 -4.146
C: 0.291 4.262 -3.270
O: 1.142 4.835 -2.327
C: 1.710 3.885 -1.459
H: 4.034 9.091 -3.541
H: 5.127 8.129 -4.673
H: 5.118 7.840 -2.990
H: 3.379 7.238 -6.329
H: 2.359 8.385 -5.517
H: 1.828 5.350 -5.419
H: 0.896 6.584 -6.385
H: -0.522 5.023 -5.164
H: -1.239 5.854 -3.698
H: 0.722 3.545 -3.969
H: -0.487 3.727 -2.726
H: 2.489 4.451 -0.946
H: 2.192 3.038 -1.946
H: 0.981 3.341 -0.859
C: -2.303 -8.629 -3.022
C: -1.509 -7.476 -2.403
C: -2.216 -6.749 -1.236
N: -1.314 -5.694 -0.512
C: -2.267 -5.048 0.466
C: -1.591 -4.279 1.627
C: -0.443 -5.098 2.260
C: 0.560 -5.529 1.184
C: -0.116 -6.394 0.165
C: -0.715 -4.682 -1.502
H: -2.458 -9.408 -2.277
H: -1.848 -8.994 -3.943
H: -3.277 -8.267 -3.350
H: -1.161 -6.772 -3.159
H: -0.617 -7.940 -1.980
H: -2.540 -7.498 -0.512
H: -3.172 -6.334 -1.555
H: -2.954 -5.773 0.901
H: -2.965 -4.379 -0.037
H: -2.391 -3.936 2.283
H: -1.143 -3.377 1.210
H: -0.932 -5.929 2.768
H: 0.096 -4.439 2.941
H: 1.349 -6.080 1.696
H: 1.058 -4.690 0.699
H: -0.567 -7.256 0.657
H: 0.519 -6.795 -0.625
H: -0.164 -3.998 -0.856
H: -1.554 -4.187 -1.991
H: -0.078 -5.113 -2.275
C: 3.959 -3.510 -2.290
C: 3.632 -2.019 -2.678
C: 4.732 -1.428 -3.577
N: 4.670 0.072 -3.871
C: 5.833 0.329 -4.954
C: 6.026 1.752 -5.486
C: 4.642 2.228 -6.082
C: 3.454 2.077 -5.154
C: 3.401 0.614 -4.541
C: 4.885 0.944 -2.585
H: 4.173 -4.177 -3.125
H: 3.107 -3.913 -1.742
H: 4.882 -3.600 -1.718
H: 3.547 -1.466 -1.743
H: 2.686 -1.912 -3.209
H: 4.895 -1.964 -4.513
H: 5.645 -1.556 -2.996
H: 5.788 -0.437 -5.729
H: 6.822 0.234 -4.506
H: 6.861 1.764 -6.186
H: 6.284 2.514 -4.749
H: 4.490 1.731 -7.040
H: 4.714 3.244 -6.470
H: 2.536 2.198 -5.729
H: 3.361 2.865 -4.407
H: 3.210 -0.159 -5.286
H: 2.522 0.628 -3.897
H: 3.924 0.931 -2.070
H: 4.947 1.992 -2.877
H: 5.721 0.488 -2.055
C: 4.163 2.275 1.074
C: 5.494 1.703 1.287
O: 6.203 1.477 0.306
O: 5.949 1.768 2.439
H: 3.704 1.718 0.257
H: 4.283 3.303 0.733
H: 3.560 2.257 1.981
C: 0.311 0.367 1.288
F: -0.931 0.180 1.848
F: 0.656 1.663 1.360
F: 1.168 -0.266 2.048
S: 0.433 -0.179 -0.596
O: -0.666 0.525 -1.256
O: 1.760 0.272 -0.972
O: 0.205 -1.647 -0.637

For the energy, the calculation gives -4667.59830 hartree. The total charge is +6. For the gap between HOMO and LUMO, the calculation gives 0.20571 Ha. The value obtained for the LUMO energy is -10.48 eV. For the HOMO energy, the calculation gives -16.080 eV.


[2]
A molecular structure, C57H44BrF5N2O3P3Y. Source: OMol25; level of theory: ωB97M-V/def2-TZVPD.

Atoms and positions in Å:
Y: 0.585 0.353 0.347
C: -5.392 -1.699 4.848
C: -4.127 -2.467 5.187
C: -4.369 -3.967 5.215
C: -3.116 -4.694 5.666
C: -1.942 -4.300 4.814
C: -0.861 -5.137 4.679
C: 0.223 -4.771 3.880
F: 1.254 -5.617 3.783
C: 0.250 -3.594 3.196
C: -0.848 -2.727 3.303
C: -0.846 -1.492 2.550
O: 0.173 -1.235 1.806
C: -1.967 -0.661 2.687
C: -2.987 -1.051 3.537
N: -3.008 -2.181 4.227
C: -1.937 -3.070 4.120
C: -2.172 0.662 1.990
O: -3.151 1.329 2.211
O: -1.219 0.994 1.150
H: -6.181 -2.050 5.510
H: -5.706 -1.887 3.820
H: -5.303 -0.626 5.004
H: -3.763 -2.153 6.170
H: -4.681 -4.303 4.222
H: -5.191 -4.168 5.901
H: -3.250 -5.774 5.625
H: -2.904 -4.443 6.710
H: -0.838 -6.092 5.189
H: 1.096 -3.319 2.583
H: -3.824 -0.379 3.640
F: 6.134 -4.659 1.139
C: 5.118 -4.037 0.582
C: 4.377 -4.657 -0.410
F: 4.686 -5.876 -0.803
C: 3.312 -3.980 -0.986
F: 2.633 -4.605 -1.944
C: 2.945 -2.700 -0.598
P: 1.533 -1.850 -1.377
C: 1.997 -1.551 -3.094
C: 1.851 -2.498 -4.106
C: 2.279 -2.198 -5.390
C: 2.864 -0.967 -5.662
C: 3.015 -0.023 -4.656
C: 2.574 -0.312 -3.376
C: 0.144 -3.012 -1.345
C: 0.042 -4.027 -0.399
C: -1.122 -4.774 -0.305
C: -2.194 -4.505 -1.144
C: -2.105 -3.483 -2.079
C: -0.943 -2.733 -2.178
C: 3.726 -2.093 0.392
Br: 3.488 -0.284 0.958
C: 4.792 -2.745 0.978
F: 5.530 -2.161 1.911
H: 1.412 -3.463 -3.893
H: 2.167 -2.930 -6.177
H: 3.201 -0.743 -6.665
H: 3.460 0.938 -4.872
H: 2.679 0.430 -2.589
H: 0.871 -4.248 0.261
H: -1.185 -5.574 0.421
H: -3.097 -5.097 -1.075
H: -2.936 -3.274 -2.739
H: -0.878 -1.938 -2.913
C: -0.282 4.800 -1.462
N: 0.190 3.466 -1.072
P: -0.228 2.054 -1.927
C: 0.350 2.350 -3.617
C: -0.235 1.634 -4.662
C: 0.228 1.794 -5.958
C: 1.267 2.679 -6.220
C: 1.848 3.395 -5.185
C: 1.398 3.227 -3.882
C: -2.023 1.925 -2.098
C: -2.632 0.758 -1.641
C: -3.998 0.568 -1.773
C: -4.772 1.557 -2.360
C: -4.177 2.720 -2.833
C: -2.809 2.899 -2.716
P: 1.248 3.189 0.229
C: 2.721 4.174 -0.089
C: 3.658 3.638 -0.978
C: 4.805 4.346 -1.289
C: 5.028 5.588 -0.705
C: 4.111 6.117 0.190
C: 2.959 5.410 0.506
C: 0.529 3.776 1.778
C: -0.377 4.824 1.927
C: -0.885 5.128 3.181
C: -0.490 4.401 4.295
C: 0.419 3.361 4.159
C: 0.915 3.048 2.905
H: -0.364 4.860 -2.547
H: 0.444 5.551 -1.146
H: -1.254 5.019 -1.020
H: -1.065 0.964 -4.466
H: -0.232 1.242 -6.766
H: 1.613 2.820 -7.235
H: 2.644 4.098 -5.391
H: 1.849 3.803 -3.080
H: -2.039 -0.030 -1.181
H: -4.456 -0.344 -1.416
H: -5.841 1.421 -2.459
H: -4.780 3.483 -3.305
H: -2.357 3.792 -3.127
H: 3.489 2.660 -1.424
H: 5.533 3.929 -1.972
H: 5.928 6.138 -0.942
H: 4.296 7.078 0.651
H: 2.254 5.813 1.221
H: -0.691 5.409 1.076
H: -1.592 5.940 3.287
H: -0.891 4.646 5.269
H: 0.737 2.797 5.026
H: 1.638 2.238 2.811

For the energy, the calculation gives -6669.21788 hartree. As for the relative energy (zero: lowest compared OMol25 entry of this formula, charge and spin): 0.000 eV. The total charge is +2. For the gap between HOMO and LUMO, the calculation gives 0.29696 Ha. The value obtained for the LUMO energy is -5.19 eV. For the HOMO energy, the calculation gives -13.274 eV.